Below is a single C24H26N4O3S2 molecule, with properties calculated with ωB97M-V/def2-TZVPD.

The geometry in XYZ format:
```
59
Properties=species:S:1:pos:R:3:forces:R:3
O -0.044 -4.194 -0.688 -0.443 -0.205 -0.147
C 0.804 -3.621 -0.043 0.481 -0.058 0.329
N 1.777 -2.846 -0.567 0.424 0.001 -0.253
H 2.275 -2.250 0.088 -0.293 -0.242 -0.030
C 1.714 -2.358 -1.933 0.074 0.009 -0.067
C 1.395 -0.899 -1.932 -0.773 -0.126 0.251
C 0.293 -0.226 -1.491 0.416 -0.425 -0.282
C 0.584 1.151 -1.638 0.458 0.166 -0.210
C 1.841 1.212 -2.152 -0.590 0.570 0.214
O 2.342 -0.022 -2.328 0.330 -0.313 -0.231
H 2.465 2.039 -2.426 0.172 0.049 -0.065
H -0.051 1.979 -1.392 -0.083 0.232 0.030
H -0.610 -0.667 -1.119 -0.192 -0.167 0.095
H 2.678 -2.515 -2.425 -0.139 -0.024 -0.065
H 0.939 -2.937 -2.443 0.176 0.099 0.004
C 0.893 -3.731 1.478 -0.214 0.458 0.019
H 1.888 -3.523 1.865 0.008 -0.093 -0.005
H 0.542 -4.711 1.798 0.018 0.060 -0.045
S -0.280 -2.567 2.244 -0.304 -0.406 0.138
C 0.495 -1.013 1.986 0.658 -0.398 -0.179
N 1.694 -1.001 1.491 0.096 -0.143 0.285
C 2.255 0.210 1.252 -0.825 0.842 0.401
C 1.598 1.388 1.555 0.540 -0.185 -0.197
C 0.301 1.396 2.163 0.285 -0.205 -0.047
O -0.336 2.366 2.512 -0.110 0.315 -0.011
N -0.213 0.088 2.338 0.225 0.167 -0.093
C -1.550 -0.018 2.900 -0.628 -0.095 0.100
C -2.626 -0.193 1.828 0.210 0.289 -0.060
C -2.723 1.019 0.900 -0.173 -0.089 0.268
N -3.930 0.970 0.112 -0.027 0.101 -0.078
C -3.961 -0.080 -0.897 -0.005 -0.305 0.039
C -4.966 0.391 -1.961 -0.032 -0.019 0.008
H -4.491 0.431 -2.940 -0.026 -0.042 -0.002
H -5.823 -0.276 -2.029 0.005 -0.024 -0.070
C -5.381 1.795 -1.500 0.108 0.102 0.023
H -6.303 1.744 -0.922 -0.031 0.055 0.004
H -5.523 2.485 -2.330 -0.054 0.032 -0.010
C -4.235 2.205 -0.585 -0.151 0.096 -0.011
H -4.513 2.979 0.131 0.063 0.059 -0.037
H -3.376 2.568 -1.179 0.012 0.008 0.001
H -4.264 -1.021 -0.434 0.116 -0.057 -0.100
H -2.967 -0.227 -1.353 0.006 -0.003 0.043
H -1.820 1.077 0.262 -0.047 0.059 0.002
H -2.757 1.929 1.504 0.090 -0.027 -0.036
H -2.428 -1.096 1.250 -0.069 -0.051 0.009
H -3.586 -0.318 2.329 -0.057 -0.036 0.021
H -1.567 -0.861 3.596 0.024 0.162 0.026
H -1.724 0.912 3.447 0.051 -0.235 0.008
S 2.487 2.808 1.107 0.024 -0.146 0.041
C 3.778 1.810 0.486 -0.367 -0.192 0.201
C 4.945 2.264 -0.113 0.095 0.033 -0.054
C 5.862 1.335 -0.558 -0.048 0.162 0.007
C 5.631 -0.032 -0.401 -0.003 -0.209 0.004
C 4.478 -0.488 0.196 -0.042 0.044 0.048
C 3.529 0.433 0.641 0.318 0.396 -0.136
H 4.305 -1.545 0.329 0.025 -0.141 0.003
H 6.368 -0.737 -0.753 0.060 -0.066 -0.026
H 6.772 1.670 -1.031 0.081 0.039 -0.037
H 5.120 3.323 -0.225 0.076 0.122 -0.039
```
Forces are in eV/Å.

charge = 0
2S+1 = 1


Below is C24H26N4O6Ru as an isolated structure, with properties calculated with ωB97M-V/def2-TZVPD.

The geometry in XYZ format:
```
61
Properties=species:S:1:pos:R:3:forces:R:3
Ru -0.804 -0.041 -0.345 0.651 2.957 -0.044
O 1.555 -3.242 -2.518 0.153 -0.292 0.053
C 0.828 -2.491 -1.752 -0.079 -0.012 0.036
O 0.426 -1.374 -2.046 -0.704 0.509 0.525
C 0.511 -3.083 -0.415 0.028 -0.405 0.229
C 0.694 -4.429 -0.102 0.066 0.368 -0.065
C 0.356 -4.861 1.172 0.011 0.062 -0.027
C -0.108 -3.937 2.100 0.063 0.390 -0.172
C -0.253 -2.609 1.702 0.007 -0.382 0.000
N 0.025 -2.204 0.460 -0.442 0.264 -0.431
C -0.792 -1.501 2.560 0.159 -0.688 -0.090
O -0.886 -1.627 3.849 -0.134 0.403 0.040
O -1.161 -0.474 2.009 -0.258 0.267 -0.706
H 1.803 -2.849 -3.376 -0.212 0.082 0.130
H 1.089 -5.105 -0.845 0.018 -0.071 -0.039
H 0.456 -5.903 1.443 0.021 -0.031 0.006
H -0.366 -4.264 3.097 -0.027 0.008 0.058
H -0.505 -2.415 4.268 0.024 -0.002 -0.263
O -0.634 5.413 -4.762 -0.428 0.390 0.343
C 0.215 4.341 -4.991 0.538 -0.212 -0.880
C 0.213 3.408 -3.820 0.002 0.082 0.003
C 0.950 2.223 -3.829 -0.144 0.145 0.495
C 0.869 1.380 -2.735 0.554 -0.372 -0.991
N 0.118 1.645 -1.674 -1.255 -1.634 1.013
C -0.523 2.827 -1.601 -0.457 0.702 -0.231
C -0.507 3.716 -2.669 0.112 -0.375 0.316
C -1.168 3.140 -0.318 -0.153 0.585 -0.435
C -1.552 4.432 0.025 0.110 -0.506 0.092
C -2.035 4.698 1.306 0.050 -0.019 0.012
C -2.379 6.100 1.707 -0.430 0.239 1.044
O -2.151 6.978 0.661 0.209 0.266 -0.739
C -2.154 3.625 2.190 0.252 -0.077 -0.512
C -1.781 2.360 1.760 -0.512 -0.128 0.967
N -1.299 2.123 0.549 0.145 -1.921 -1.010
H -0.626 6.039 -5.499 0.080 -0.202 0.125
H 1.254 4.673 -5.182 -0.165 -0.160 0.200
H -0.080 3.780 -5.897 0.052 -0.044 0.266
H 1.567 1.958 -4.671 0.147 -0.085 -0.068
H 1.435 0.458 -2.724 -0.194 0.052 -0.025
H -1.058 4.641 -2.635 -0.014 0.103 0.059
H -1.466 5.252 -0.669 0.131 0.037 -0.068
H -1.790 6.376 2.601 -0.010 -0.265 -0.177
H -3.433 6.133 2.041 0.164 -0.191 -0.107
H -2.270 7.902 0.925 -0.017 -0.320 0.063
H -2.521 3.758 3.196 -0.009 -0.033 0.085
H -1.875 1.508 2.421 -0.006 0.110 -0.050
C -6.108 -0.145 -1.426 0.044 0.048 0.000
C -5.117 -1.173 -2.005 -1.110 -0.364 -0.275
C -5.370 -2.565 -1.393 0.041 0.009 -0.003
C -5.178 -1.212 -3.541 0.088 0.038 -0.012
C -3.808 -0.775 -1.603 2.006 0.671 0.566
N -2.754 -0.452 -1.260 1.048 0.066 0.720
H -7.119 -0.458 -1.674 -0.038 -0.041 -0.046
H -5.938 0.843 -1.846 -0.015 0.077 -0.046
H -6.021 -0.089 -0.344 -0.040 0.004 0.095
H -6.381 -2.876 -1.642 -0.063 0.009 -0.045
H -5.280 -2.533 -0.309 -0.033 -0.023 0.094
H -4.677 -3.303 -1.788 0.041 -0.068 -0.052
H -6.175 -1.522 -3.846 -0.069 -0.013 0.042
H -4.461 -1.920 -3.948 0.033 -0.077 -0.028
H -4.979 -0.230 -3.964 -0.024 0.071 -0.043
```
Forces are in eV/Å.

charge = +3
2S+1 = 2


Below is C24H26N4SiV as an isolated structure, with properties calculated with ωB97M-V/def2-TZVPD.

The geometry in XYZ format:
```
56
Properties=species:S:1:pos:R:3:forces:R:3
C -0.149 2.333 2.804 -0.356 1.013 -0.283
C 0.042 2.875 1.496 0.108 1.396 0.415
C -1.217 2.812 0.816 0.226 1.194 -0.233
H 0.944 3.393 1.126 -0.666 -0.462 0.327
C -2.165 2.214 1.697 0.583 0.607 -0.294
C -1.504 1.911 2.911 0.702 1.197 -0.055
H -1.987 1.655 3.848 0.119 -0.565 -0.284
H 0.581 2.398 3.612 -0.233 -0.435 -0.380
H -1.451 3.314 -0.135 0.255 -0.552 0.534
H -3.243 2.206 1.542 0.404 -0.461 -0.132
V -0.372 0.818 1.107 -2.425 -0.955 1.156
C 2.392 -3.255 0.055 0.258 0.286 -0.601
H 3.214 -3.098 0.799 -0.645 0.023 -0.904
H 2.741 -3.721 -0.894 0.240 0.594 0.661
H 1.839 -2.311 -0.207 0.596 -0.848 0.473
Si 0.811 0.659 -1.137 -0.622 -0.983 -1.363
C 2.000 0.139 -2.438 1.513 0.050 0.248
C 2.828 1.201 -2.886 -0.252 -0.626 -0.528
H 2.900 2.136 -2.317 -0.167 -0.369 -0.295
C 3.513 1.076 -4.096 0.108 -0.332 0.040
H 4.096 1.931 -4.463 -0.225 -0.549 0.031
C 3.464 -0.143 -4.797 0.116 0.085 0.254
H 4.025 -0.247 -5.726 -0.186 0.059 0.191
C 2.766 -1.253 -4.290 -0.017 0.422 0.344
H 2.791 -2.222 -4.807 0.004 0.557 0.209
C 2.033 -1.114 -3.102 0.078 0.627 -0.255
H 1.473 -1.972 -2.723 0.068 0.374 -0.061
C -0.833 0.485 -1.914 -0.058 -0.715 0.241
C -0.935 0.569 -3.326 -0.437 0.709 0.459
H -0.149 0.119 -3.934 -0.160 0.635 0.017
C -2.013 1.283 -3.847 0.411 -0.659 -0.215
H -2.028 1.467 -4.931 -0.280 -0.003 0.583
C -3.023 1.733 -2.988 -0.166 -0.080 0.293
H -3.817 2.352 -3.391 -0.016 -0.109 0.081
C -3.069 1.324 -1.644 0.100 -0.258 -0.071
H -3.928 1.562 -1.013 0.133 -0.059 -0.331
C -1.986 0.621 -1.102 0.076 0.244 -0.771
H -2.021 0.095 -0.125 -0.131 0.799 -0.663
H 1.266 1.149 0.216 0.040 -0.077 0.623
H 1.720 -4.004 0.442 -0.475 -0.021 0.416
N 0.771 -1.852 4.081 -0.348 0.315 -0.504
C 2.010 -1.197 4.136 -1.058 -0.028 -0.518
C 1.932 -0.193 3.202 -0.921 -0.907 -0.025
N 0.701 -0.251 2.559 0.214 -1.167 0.641
C -0.004 -1.243 3.122 2.449 0.602 0.484
C -1.372 -1.445 2.756 -2.178 -0.669 -0.698
N -1.978 -0.662 1.849 0.587 -1.387 1.324
C -3.311 -1.072 1.815 0.715 -0.325 0.251
C -3.502 -2.150 2.646 0.971 0.388 0.089
N -2.263 -2.369 3.250 0.485 0.150 -0.036
H 0.465 -2.656 4.622 0.439 0.363 -0.056
H 2.801 -1.527 4.795 -0.208 0.138 -0.085
H 2.630 0.579 2.946 0.258 -0.032 -0.045
H -4.055 -0.566 1.221 0.135 -0.058 -0.143
H -4.363 -2.782 2.846 0.311 0.333 -0.017
H -2.015 -3.106 3.918 -0.475 0.531 -0.540
```
Forces are in eV/Å.

charge = +1
2S+1 = 3


Below is C24H26N6O2SV as an isolated structure, with properties calculated with ωB97M-V/def2-TZVPD.

The geometry in XYZ format:
```
60
Properties=species:S:1:pos:R:3:forces:R:3
V -0.728 0.247 0.114 0.922 -1.332 0.217
O -0.117 1.798 -3.643 0.020 -0.084 -0.098
C -0.507 1.300 -2.585 -0.216 0.179 0.115
N -0.189 1.574 -1.323 0.324 0.745 0.059
C 0.447 2.750 -0.839 -0.475 -0.643 -0.064
C 1.134 3.685 -1.594 0.104 0.175 0.075
C 1.649 4.825 -0.968 -0.024 -0.115 -0.167
C 1.474 5.025 0.387 -0.068 -0.076 0.159
C 0.782 4.091 1.165 0.167 0.127 -0.115
C 0.275 2.952 0.562 -0.460 -0.690 0.242
N -0.448 1.899 1.221 0.342 0.888 -0.017
C -0.572 1.771 2.546 -0.320 -0.017 -0.254
O -0.241 2.530 3.455 0.116 -0.049 0.142
C -1.239 0.431 2.927 0.123 0.311 -0.507
C -1.467 0.161 4.260 -0.086 0.021 0.114
C -2.085 -1.026 4.612 -0.001 0.014 0.166
C -2.459 -1.908 3.611 -0.025 -0.055 -0.102
C -2.173 -1.582 2.298 0.170 0.214 -0.094
N -1.558 -0.443 1.939 -0.209 -0.032 0.922
C -1.604 0.228 -2.615 0.130 0.124 0.392
C -2.165 -0.201 -3.804 0.126 0.097 -0.154
C -3.216 -1.097 -3.775 -0.080 -0.061 -0.126
C -3.696 -1.537 -2.549 -0.014 -0.015 0.051
C -3.088 -1.073 -1.403 0.283 0.221 0.109
N -2.051 -0.215 -1.416 -0.702 -0.090 -0.794
H 1.244 3.524 -2.657 -0.004 0.015 0.016
H 2.184 5.559 -1.558 -0.006 -0.014 -0.004
H 1.870 5.914 0.862 0.002 -0.005 -0.024
H 0.638 4.243 2.223 -0.012 -0.014 -0.016
H -1.158 0.910 4.976 -0.016 -0.036 0.014
H -2.279 -1.258 5.652 0.000 -0.001 -0.024
H -2.956 -2.843 3.831 0.010 0.017 0.018
H -2.419 -2.267 1.496 0.007 0.003 -0.025
H -1.759 0.206 -4.721 -0.022 -0.029 0.001
H -3.673 -1.443 -4.694 0.025 0.022 0.003
H -4.529 -2.222 -2.471 0.013 0.014 -0.046
H -3.432 -1.380 -0.424 0.002 -0.021 0.011
C 2.916 -0.832 -0.743 -0.010 -0.159 -0.073
C 2.741 -0.022 0.533 -0.079 0.043 0.084
N 1.491 -0.319 1.249 -0.033 0.096 -0.240
C 1.463 -1.605 1.935 0.025 0.019 0.082
C 1.078 -2.814 1.073 0.124 -0.024 0.127
S -0.164 -2.506 -0.204 -0.277 0.157 -0.205
C 0.736 -2.903 -1.727 0.117 -0.099 -0.055
C 1.408 -1.739 -2.487 -0.062 -0.026 0.031
N 1.797 -0.649 -1.637 0.030 0.011 0.040
H 3.878 -0.559 -1.196 0.049 0.034 0.002
H 3.004 -1.893 -0.499 -0.019 0.025 -0.028
H 3.609 -0.200 1.182 0.043 0.014 0.009
H 2.727 1.042 0.286 -0.048 0.001 -0.018
H 1.365 0.411 1.940 0.047 0.008 0.027
H 2.434 -1.829 2.398 0.012 -0.016 0.035
H 0.742 -1.520 2.748 -0.017 0.001 -0.002
H 1.942 -3.249 0.573 0.005 0.026 0.016
H 0.687 -3.587 1.735 -0.016 -0.003 -0.018
H 1.460 -3.672 -1.454 0.010 0.016 0.004
H 0.013 -3.393 -2.379 -0.011 0.009 -0.019
H 2.237 -2.178 -3.062 0.035 -0.009 -0.031
H 0.706 -1.337 -3.219 -0.042 0.007 0.015
H 1.842 0.224 -2.141 -0.028 0.065 0.024
```
Forces are in eV/Å.

charge = 0
2S+1 = 4


Values of electronic energy, in order: -2171.32653 -1694.53310 -2382.32839 -2751.46549, all in Eh.
Values of ΔE to the lowest compared entry with this formula, charge and spin, in order: 0.0 54.3 42.0 0.9, all in kcal per mole.